[1]
{
  "formula": "C9H9ClN2O2",
  "method": "the ωB97M-V functional and the def2-TZVPD basis",
  "homo_lumo_gap_ev": 10.642,
  "lumo_ev": 0.33,
  "spin_multiplicity": 1,
  "homo_energy_ev": -10.31,
  "smiles": "C[C@@]12C[C@@H](C#N)[C@@](C)(OC1=O)C(Cl)=N2",
  "e_above_lowest_kj_mol": 0.00,
  "total_energy_ev": -29076.679,
  "elements": ["C", "C", "C", "C", "C", "C", "C", "C", "C", "N", "N", "O", "O", "Cl", "H", "H", "H", "H", "H", "H", "H", "H", "H"],
  "coordinates": [[-1.064, 2.226, -0.101], [1.726, -0.219, 0.215], [-0.541, -0.712, 1.558], [-0.849, -0.124, -0.790], [-0.121, 1.198, -0.480], [0.876, 0.940, 0.694], [-0.290, -1.233, 0.137], [1.617, 2.180, 1.150], [-0.929, -2.588, -0.107], [-1.824, 3.027, 0.192], [1.143, -1.308, -0.040], [-1.233, -1.238, 2.377], [0.120, 0.430, 1.798], [3.405, -0.053, 0.044], [-1.923, -0.031, -0.620], [-0.685, -0.424, -1.825], [0.448, 1.557, -1.343], [0.902, 2.937, 1.466], [2.228, 2.572, 0.342], [2.256, 1.932, 1.994], [-0.753, -2.902, -1.131], [-1.996, -2.534, 0.085], [-0.490, -3.318, 0.567]]
}


[2]
{
  "formula": "C10H18N2O2S2",
  "method": "the ωB97M-V functional and the def2-TZVPD basis",
  "homo_lumo_gap_ev": 8.788,
  "lumo_ev": 0.67,
  "spin_multiplicity": 1,
  "homo_energy_ev": -8.12,
  "smiles": "O=S1(=O)CC[C@H](NC(=S)N2CCCCC2)C1",
  "e_above_lowest_kj_mol": 0.00,
  "total_energy_ev": -39407.929,
  "elements": ["O", "S", "O", "C", "H", "H", "C", "N", "C", "N", "C", "C", "C", "C", "H", "C", "H", "H", "H", "H", "H", "H", "H", "H", "H", "S", "H", "H", "C", "C", "H", "H", "H", "H"],
  "coordinates": [[-2.489, -1.586, -0.330], [-3.410, -0.510, -0.040], [-4.798, -0.850, 0.068], [-2.789, 0.379, 1.433], [-3.611, 0.928, 1.879], [-2.368, -0.334, 2.132], [-1.760, 1.274, 0.779], [-0.652, 0.445, 0.365], [0.536, 0.962, -0.033], [1.421, 0.141, -0.635], [2.817, 0.522, -0.751], [3.720, -0.540, -0.104], [2.955, -1.244, 1.014], [1.781, -2.035, 0.423], [1.000, -2.158, 1.174], [1.232, -1.285, -0.801], [1.797, -1.565, -1.695], [0.188, -1.541, -0.987], [2.107, -3.029, 0.114], [3.616, -1.910, 1.569], [2.581, -0.490, 1.710], [4.614, -0.057, 0.291], [4.040, -1.278, -0.842], [3.069, 0.653, -1.809], [2.937, 1.486, -0.251], [0.854, 2.578, 0.207], [-0.914, -0.491, 0.083], [-1.368, 2.052, 1.444], [-2.466, 1.935, -0.426], [-3.129, 0.843, -1.244], [-2.486, 0.444, -2.023], [-4.090, 1.126, -1.658], [-3.207, 2.640, -0.048], [-1.731, 2.493, -1.006]]
}


[3]
{
  "formula": "C28H28F4N3",
  "method": "the ωB97M-V functional and the def2-TZVPD basis",
  "homo_lumo_gap_ev": 4.826,
  "lumo_ev": -5.18,
  "spin_multiplicity": 1,
  "homo_energy_ev": -10.01,
  "total_energy_ev": -44821.126,
  "total_charge": 1,
  "elements": ["C", "C", "C", "N", "N", "N", "C", "C", "C", "C", "C", "C", "C", "C", "C", "C", "C", "C", "H", "H", "H", "H", "H", "H", "H", "H", "H", "H", "H", "H", "H", "H", "H", "H", "H", "H", "H", "H", "H", "F", "C", "C", "C", "F", "C", "C", "C", "C", "C", "C", "F", "C", "C", "F", "C", "C", "H", "H", "H", "H", "H", "H", "H"],
  "coordinates": [[-3.346, -0.444, 0.181], [-2.879, -0.781, -1.214], [-3.636, -1.915, -1.858], [-1.492, -1.237, -1.180], [-1.249, -2.530, -1.309], [0.090, -2.639, -1.237], [0.638, -4.003, -1.074], [0.140, -4.823, -2.243], [0.135, -4.576, 0.239], [0.679, -1.433, -1.063], [2.125, -1.301, -1.017], [2.790, -1.107, 0.213], [4.181, -1.055, 0.234], [4.908, -1.158, -0.959], [4.247, -1.328, -2.185], [2.861, -1.403, -2.221], [-0.348, -0.483, -0.948], [-0.282, 0.872, -0.620], [-4.383, -0.091, 0.151], [-3.293, -1.338, 0.815], [-2.720, 0.337, 0.618], [-2.857, 0.121, -1.833], [-4.701, -1.688, -1.873], [-3.301, -2.065, -2.886], [-3.465, -2.844, -1.308], [1.728, -3.906, -1.079], [0.433, -5.871, -2.122], [-0.953, -4.757, -2.286], [0.560, -4.456, -3.184], [0.466, -5.614, 0.350], [0.511, -3.999, 1.090], [-0.962, -4.553, 0.242], [2.180, -1.033, 1.119], [4.693, -0.931, 1.187], [5.998, -1.112, -0.937], [4.813, -1.398, -3.114], [2.311, -1.533, -3.158], [0.700, 1.321, -0.748], [-1.219, 1.429, -0.650], [-1.540, 6.717, -0.261], [-0.420, 5.941, -0.050], [0.814, 6.459, -0.432], [1.923, 5.656, -0.155], [3.167, 6.145, -0.487], [1.826, 4.406, 0.426], [0.543, 3.855, 0.746], [0.475, 2.496, 1.204], [-0.392, 1.946, 2.196], [0.072, 0.804, 2.926], [-0.816, 0.052, 3.663], [-0.368, -1.097, 4.275], [-2.167, 0.381, 3.795], [-2.579, 1.540, 3.139], [-3.927, 1.836, 3.142], [-1.725, 2.374, 2.437], [-0.588, 4.685, 0.516], [0.910, 7.444, -0.873], [2.723, 3.821, 0.629], [1.394, 1.925, 1.041], [1.122, 0.517, 2.856], [-2.849, -0.205, 4.397], [-2.105, 3.301, 2.024], [-1.592, 4.326, 0.716]]
}


[4]
{
  "formula": "CClNa6O7",
  "method": "the ωB97M-V functional and the def2-TZVPD basis",
  "homo_lumo_gap_ev": 3.720,
  "lumo_ev": -11.43,
  "spin_multiplicity": 1,
  "homo_energy_ev": -15.15,
  "e_above_lowest_kj_mol": 161.43,
  "total_energy_ev": -54359.811,
  "total_charge": 3,
  "elements": ["Na", "Na", "Na", "Na", "Na", "Na", "Cl", "O", "O", "O", "O", "C", "O", "O", "O"],
  "coordinates": [[-0.446, -2.421, -2.446], [-4.511, 1.945, 0.497], [0.208, 0.529, 2.289], [-2.010, 2.287, -2.818], [-3.282, -0.826, -2.019], [0.873, 3.333, 1.821], [2.667, -1.528, 0.879], [2.754, -0.121, 1.072], [1.706, -1.806, -0.138], [4.012, -1.955, 0.426], [2.348, -2.117, 2.118], [-1.057, 0.688, -0.451], [-0.306, 1.564, 0.136], [-0.740, -0.527, -0.714], [-2.216, 0.957, -0.651]]
}


[5]
{
  "formula": "C23H26F6N2P2SSc",
  "method": "the ωB97M-V functional and the def2-TZVPD basis",
  "homo_lumo_gap_ev": [7.604, 5.895],
  "lumo_ev": [-6.68, -8.45],
  "spin_multiplicity": 2,
  "homo_energy_ev": [-14.29, -14.35],
  "e_above_lowest_kj_mol": 25.37,
  "total_energy_ev": -93665.877,
  "s2": 0.78,
  "total_charge": 2,
  "elements": ["Sc", "C", "C", "C", "C", "C", "C", "C", "P", "C", "C", "C", "C", "C", "C", "C", "C", "C", "C", "C", "C", "C", "C", "H", "H", "H", "H", "H", "H", "H", "H", "H", "H", "H", "H", "H", "H", "H", "H", "H", "H", "H", "H", "F", "P", "F", "F", "F", "F", "F", "C", "N", "C", "N", "S", "H", "H", "H", "H", "H", "H"],
  "coordinates": [[-0.493, -1.225, 0.849], [-1.048, 2.222, 1.904], [-0.694, 3.114, 0.745], [-1.046, 4.457, 0.765], [-0.741, 5.296, -0.298], [-0.079, 4.806, -1.413], [0.284, 3.470, -1.457], [-0.015, 2.630, -0.384], [0.509, 0.914, -0.456], [0.853, 0.458, -2.171], [-0.291, 0.070, -2.878], [-0.213, -0.308, -4.205], [1.026, -0.312, -4.830], [2.158, 0.087, -4.137], [2.104, 0.494, -2.805], [3.365, 0.981, -2.142], [1.981, 0.750, 0.603], [2.577, 1.832, 1.210], [3.571, 1.644, 2.176], [3.945, 0.358, 2.581], [3.343, -0.737, 2.018], [2.372, -0.581, 0.985], [1.801, -1.719, 0.381], [-1.558, 2.781, 2.686], [-0.166, 1.766, 2.361], [-1.738, 1.428, 1.594], [-1.572, 4.852, 1.625], [-1.030, 6.337, -0.256], [0.152, 5.457, -2.244], [0.790, 3.077, -2.331], [-1.261, 0.091, -2.391], [-1.106, -0.591, -4.745], [1.111, -0.611, -5.866], [3.113, 0.104, -4.646], [4.134, 1.156, -2.891], [3.763, 0.254, -1.430], [3.206, 1.919, -1.609], [2.273, 2.838, 0.945], [4.044, 2.506, 2.626], [4.706, 0.232, 3.339], [3.620, -1.739, 2.321], [2.117, -2.704, 0.709], [1.439, -1.662, -0.651], [-0.168, -0.762, 2.920], [-1.440, -1.777, 3.484], [-2.615, -2.772, 3.659], [-0.492, -2.403, 4.531], [-1.993, -0.637, 4.363], [-0.758, -2.824, 2.268], [-2.223, -1.109, 2.103], [-5.176, -4.257, 0.112], [-4.144, -3.342, -0.369], [-2.852, -3.507, -0.172], [-2.419, -4.543, 0.525], [-1.772, -2.354, -0.939], [-6.145, -3.863, -0.178], [-5.148, -4.328, 1.201], [-5.053, -5.244, -0.336], [-4.420, -2.539, -0.913], [-3.055, -5.221, 0.916], [-1.434, -4.708, 0.638]]
}


[6]
{
  "formula": "CH2Cl4Si",
  "method": "the ωB97M-V functional and the def2-TZVPD basis",
  "homo_lumo_gap_ev": [7.101, 7.102],
  "lumo_ev": [-1.17, -1.17],
  "spin_multiplicity": 1,
  "homo_energy_ev": [-8.27, -8.27],
  "smiles": "ClC=[Si](Cl)Cl.Cl",
  "e_above_lowest_kj_mol": 453.28,
  "total_energy_ev": -59036.860,
  "elements": ["C", "Si", "Cl", "Cl", "Cl", "Cl", "H", "H"],
  "coordinates": [[0.298, 1.417, 1.569], [1.209, 0.008, 2.328], [-0.084, 1.085, -0.143], [2.834, -0.607, 1.233], [-0.065, -2.118, -0.538], [0.651, -1.097, 3.946], [-0.438, 2.131, 1.983], [0.053, -0.857, -0.598]]
}


[7]
{
  "formula": "C21H31BBrLuN7PS4Sb",
  "method": "the ωB97M-V functional and the def2-TZVPD basis",
  "homo_lumo_gap_ev": 6.503,
  "lumo_ev": 2.15,
  "spin_multiplicity": 1,
  "homo_energy_ev": -4.35,
  "e_above_lowest_kj_mol": 117.09,
  "total_energy_ev": -196228.027,
  "total_charge": -1,
  "elements": ["Lu", "C", "C", "N", "N", "C", "B", "N", "C", "C", "C", "N", "N", "C", "C", "C", "N", "H", "H", "H", "H", "H", "H", "H", "H", "H", "H", "C", "C", "C", "C", "C", "Br", "N", "C", "H", "H", "H", "H", "H", "H", "S", "Sb", "S", "S", "S", "C", "C", "P", "C", "C", "C", "C", "H", "H", "H", "H", "H", "H", "H", "H", "H", "H", "H", "H", "H", "H", "H"],
  "coordinates": [[1.782, 0.219, 0.240], [-2.759, -1.004, 1.181], [-1.796, -0.019, 0.931], [-0.755, -0.520, 0.272], [-1.024, -1.829, 0.094], [-2.219, -2.145, 0.617], [-0.071, -2.759, -0.702], [1.130, -3.156, 0.174], [1.538, -4.386, 0.531], [2.691, -4.253, 1.280], [2.908, -2.868, 1.350], [1.966, -2.221, 0.684], [0.408, -2.002, -1.954], [0.242, -2.339, -3.244], [0.918, -1.421, -4.024], [1.498, -0.545, -3.096], [1.169, -0.888, -1.859], [-3.707, -0.897, 1.685], [-1.803, 1.026, 1.207], [-2.607, -3.150, 0.532], [-0.674, -3.755, -1.029], [0.994, -5.260, 0.205], [3.297, -5.039, 1.701], [3.698, -2.303, 1.823], [-0.327, -3.216, -3.511], [1.006, -1.404, -5.098], [2.164, 0.286, -3.254], [-0.677, -3.276, 4.987], [-0.398, -1.888, 4.464], [-0.840, -0.741, 5.107], [-0.583, 0.508, 4.561], [0.117, 0.540, 3.370], [0.469, 2.174, 2.483], [0.568, -0.525, 2.746], [0.314, -1.713, 3.282], [-1.010, -3.247, 6.025], [0.214, -3.905, 4.933], [-1.456, -3.765, 4.396], [-1.391, -0.821, 6.038], [-0.911, 1.423, 5.034], [0.709, -2.568, 2.739], [4.260, -0.478, -0.964], [4.537, 1.349, 0.452], [3.473, 0.465, 2.364], [2.719, 2.636, -0.378], [6.542, 2.361, 0.672], [1.095, 2.923, -3.595], [0.173, 3.545, -2.547], [-0.528, 2.332, -1.350], [-1.701, 1.386, -2.419], [-2.774, 2.130, -3.215], [-1.659, 3.433, -0.367], [-2.153, 4.749, -0.977], [1.459, 3.688, -4.285], [0.582, 2.159, -4.187], [1.963, 2.475, -3.113], [-0.639, 4.094, -3.028], [0.741, 4.262, -1.947], [-2.161, 0.644, -1.765], [-1.060, 0.805, -3.092], [-3.508, 2.601, -2.555], [-3.320, 1.439, -3.866], [-2.348, 2.909, -3.852], [-1.132, 3.654, 0.561], [-2.509, 2.807, -0.080], [-1.321, 5.426, -1.183], [-2.822, 5.259, -0.277], [-2.699, 4.604, -1.911]]
}


[8]
{
  "formula": "C5H8N2",
  "method": "the ωB97M-V functional and the def2-TZVPD basis",
  "homo_lumo_gap_ev": 7.857,
  "lumo_ev": -0.09,
  "spin_multiplicity": 1,
  "homo_energy_ev": -7.94,
  "e_above_lowest_kj_mol": 394.20,
  "total_energy_ev": -8290.911,
  "elements": ["C", "N", "C", "C", "C", "C", "N", "H", "H", "H", "H", "H", "H", "H", "H"],
  "coordinates": [[2.243, -0.113, -0.618], [0.862, 0.223, -0.282], [-0.072, 0.782, -1.182], [-1.249, 1.072, -0.547], [-1.853, -0.765, 0.885], [-0.962, 0.499, 0.805], [0.444, 0.050, 0.891], [2.499, -1.065, -0.156], [2.895, 0.673, -0.231], [2.336, -0.170, -1.703], [0.242, 0.858, -2.216], [-1.503, -1.440, 1.667], [-1.849, -1.287, -0.077], [-2.878, -0.452, 1.087], [-1.154, 1.135, 1.677]]
}